Computed, not measured: a single C5H6FNS molecule in a non-equilibrium geometry, with ωB97M-V/def2-TZVPD.

XYZ file:
```
14
Properties=species:S:1:pos:R:3:forces:R:3
C -1.030 1.710 -0.199 -0.18 0.43 1.54
C -0.228 0.809 0.404 -2.33 -0.07 1.36
C -0.168 -0.759 0.071 2.33 2.55 0.55
N -0.990 -1.717 0.006 -0.43 0.46 -0.43
S -2.661 -1.557 -0.051 0.45 1.13 0.42
C 1.289 -1.063 -0.048 -1.11 -1.23 0.81
C 2.297 -0.218 -0.193 2.20 -1.89 -1.82
F 1.503 -2.408 0.111 0.45 0.97 -0.32
H -1.606 1.571 -1.088 0.03 -0.49 -0.61
H -1.328 2.663 0.326 0.99 -0.88 -0.65
H 0.147 1.186 1.453 -0.30 -1.36 -2.16
H -2.694 -0.188 0.135 -0.39 -0.74 -0.09
H 2.198 0.843 -0.500 0.11 -1.00 0.62
H 3.271 -0.871 -0.426 -1.80 2.13 0.79
```
Positions in Å, forces in eV/Å.

Values from the calculation:
Orbital gap in eV: 9.06
Energy above the lowest of the compared OMol25 structures with the same formula, charge and spin in eV: 2.571
2S+1: 1
Total charge: 0
SMILES: C=C/C(=N\S)C(=C)F